Run one
78
Properties=species:S:1:pos:R:3:lowdin_charge:R:1 method="wB97M-V/def2-TZVPD" orbital_gap_ev=6.4025 charge=+3
H -0.759 0.660 -4.569 0.151
H 1.977 -1.297 -2.138 0.095
C -1.886 -2.630 4.032 -0.040
C 2.728 -1.517 0.605 -0.142
H 0.016 2.997 -4.181 0.151
H -5.212 -7.314 -0.159 0.130
H -2.487 -3.394 4.512 0.135
C 2.854 0.761 0.680 -0.188
C 2.277 -1.098 1.871 -0.157
N 2.576 2.287 -2.113 0.209
N -0.498 1.369 -1.214 -0.030
C -0.187 -0.997 4.023 -0.110
C 0.104 4.890 1.321 -0.518
C -1.038 3.921 1.136 -0.501
H 1.918 -1.749 2.650 0.124
H 2.901 0.341 -3.817 0.134
H -0.701 -2.126 5.775 0.127
Se -0.816 2.079 1.803 0.980
H -0.462 2.275 -0.752 0.000
H 1.085 2.905 3.279 0.024
H 0.297 5.086 2.375 0.073
N -1.565 -1.137 0.824 -0.221
O -1.654 -1.562 -1.517 -0.311
H 3.586 2.257 -2.274 0.183
H -1.878 -6.817 1.205 0.128
H -0.517 3.312 3.957 0.057
H -1.324 3.837 0.086 0.059
H 0.840 -1.080 -4.159 0.162
S -1.365 -2.276 -0.288 0.681
N 1.068 -0.844 -2.097 -0.001
C 0.388 2.682 -3.204 -0.081
C 3.125 -0.367 -0.111 -0.167
H 0.401 3.587 -2.589 0.120
H -3.914 -8.017 0.722 0.129
H -0.600 -4.742 0.987 0.121
C -0.623 1.661 -2.694 -0.300
H 3.583 -0.373 -1.090 0.117
H -1.607 2.115 -2.832 0.162
H -3.862 -2.983 -1.256 0.126
N -4.294 -7.219 0.243 0.182
C -1.415 -1.474 2.166 -0.493
C -2.305 -5.971 0.683 0.006
H 2.092 6.717 -0.189 0.039
C -3.602 -6.083 0.121 -0.268
H 0.415 -1.627 -2.072 0.061
H 3.043 1.801 0.465 0.049
H 2.791 -2.539 0.266 0.138
Zr 0.535 -0.324 0.291 1.719
C -1.590 -4.815 0.561 -0.052
C 2.314 0.308 1.910 -0.180
H 2.342 3.165 -1.613 0.044
C 0.076 2.545 3.463 -0.331
H -0.164 5.833 0.845 0.091
Se 1.797 4.313 0.541 0.955
H -1.325 -0.310 -3.229 0.106
H 0.080 1.662 4.093 0.009
H 2.014 0.942 2.728 0.097
O 0.148 -2.457 -0.133 -0.444
H -5.141 -5.060 -1.012 0.130
C -3.445 -3.820 -0.714 -0.029
C -0.557 0.396 -3.529 -0.097
H 1.748 0.807 -5.026 0.148
H 2.333 2.840 -4.094 0.165
H -1.421 0.993 -0.968 0.085
H 0.621 -0.441 4.487 0.124
C 2.650 6.063 0.474 -0.342
H 3.660 5.918 0.101 0.032
H 2.333 1.520 -1.481 0.076
N -0.449 -0.734 2.732 -0.001
H -1.912 4.278 1.681 0.087
H 2.689 6.466 1.482 0.043
N -2.135 -2.413 2.745 0.179
C -2.154 -3.740 -0.149 -0.351
C 1.809 2.170 -3.413 -0.240
C 0.818 -0.244 -3.456 -0.295
C 1.889 0.741 -3.945 -0.072
C -0.901 -1.932 4.733 0.009
C -4.154 -4.978 -0.577 0.012

Run two
78
Properties=species:S:1:pos:R:3:lowdin_charge:R:1 method="wB97M-V/def2-TZVPD" orbital_gap_ev=6.4845 charge=+3
H 3.354 1.593 -3.173 0.088
H -2.516 -3.681 -0.416 0.162
O -2.805 0.038 -0.915 -0.295
H 1.251 -0.842 -1.940 0.001
C 3.163 0.721 -2.546 -0.493
H 4.280 1.345 0.348 0.023
H 2.488 0.081 -3.114 0.059
H 4.870 -0.377 -3.178 0.090
H -6.521 3.422 -0.879 0.131
H -1.037 -5.223 -1.124 0.148
H 0.406 -3.933 -3.362 0.150
Zr 0.043 -0.062 0.655 1.696
C -0.687 2.733 0.497 -0.512
C -5.803 3.141 -0.119 0.009
C -0.796 4.779 1.403 -0.035
C -3.986 2.428 1.885 -0.057
C -0.238 -2.133 -2.472 -0.300
C 0.793 -4.197 -1.301 -0.241
Se 2.142 1.453 -1.024 0.992
H -4.650 1.947 -1.443 0.128
H -3.286 2.130 2.653 0.119
H 4.223 2.769 -0.739 0.056
N -1.350 -2.163 0.400 0.003
C 0.741 -3.304 -2.534 -0.079
N 0.289 -0.982 -1.647 -0.026
H 0.582 -2.924 2.371 0.118
N 1.825 -3.672 -0.326 0.209
H -7.146 4.751 2.443 0.128
N 0.445 2.386 1.126 -0.039
H 1.471 -2.884 0.224 0.079
C -4.762 2.321 -0.434 -0.028
C 0.825 -1.870 2.389 -0.171
H 0.817 5.287 2.766 0.127
C 1.990 -1.276 1.876 -0.189
C 0.803 0.324 2.987 -0.161
N -1.134 1.689 -0.308 -0.221
H 2.830 -1.755 1.399 0.056
S -2.534 0.992 0.138 0.699
H -2.249 -1.680 0.379 0.069
H 1.863 3.035 2.506 0.124
H -0.328 -1.751 -3.491 0.161
C -3.840 1.947 0.569 -0.347
H -2.335 -1.809 -2.041 0.109
H -0.397 -4.778 0.421 0.133
H 2.762 0.798 2.042 0.100
H 3.303 2.789 0.762 0.016
H -0.211 -0.163 -2.008 0.084
N -7.001 4.416 1.506 0.182
O -1.988 0.303 1.406 -0.455
H 1.193 -5.169 -1.591 0.164
C 0.066 -0.872 3.044 -0.142
H 1.748 -2.978 -2.813 0.121
C 0.968 3.306 1.957 -0.110
H 6.036 -2.616 -2.449 0.039
H -1.376 -2.614 1.313 0.094
H 6.186 -3.117 -0.745 0.032
H -0.869 -1.013 3.565 0.139
H 5.214 0.715 -1.843 0.072
C 0.388 4.542 2.113 0.015
H -1.939 -3.371 -2.722 0.151
H 2.662 -3.304 -0.814 0.045
H -7.681 4.682 0.813 0.130
C -5.036 3.243 2.198 0.005
C 6.051 -2.275 -1.419 -0.344
C 1.968 0.096 2.234 -0.187
H -5.171 3.594 3.213 0.127
Se 4.346 -1.450 -0.969 0.954
C -1.601 -2.612 -2.012 -0.097
C 3.663 2.152 -0.039 -0.323
H -1.319 5.724 1.491 0.136
H 6.842 -1.550 -1.254 0.043
N -1.343 3.870 0.605 0.184
C -1.542 -3.240 -0.636 -0.303
C 4.475 0.025 -2.245 -0.515
H 2.118 -4.399 0.329 0.181
C -0.546 -4.402 -0.596 -0.071
H 0.511 1.250 3.452 0.125
C -5.971 3.622 1.202 -0.269

Relative to the most stable structure, the computed energies are run one 0.260; run two 0.000, all in eV.

Run one
87
Properties=species:S:1:pos:R:3:lowdin_charge:R:1 method="wB97M-V/def2-TZVPD" orbital_gap_ev="8.1104 / 7.8316" charge=0 multiplicity=3
H -2.697 3.335 1.981 0.097
H -0.526 -2.126 -3.794 0.076
C -1.093 -1.021 3.927 0.024
C -3.818 0.454 -0.870 -0.135
O -0.051 2.207 1.096 -0.242
C -1.699 3.737 1.836 -0.123
C -4.318 1.416 0.187 -0.384
H -5.450 2.798 -1.050 0.074
H 1.041 1.388 -2.995 0.086
H -1.708 2.562 -0.047 0.100
H -0.377 -4.030 -1.293 0.064
H 3.953 2.799 -0.156 0.093
C -4.577 2.809 -0.395 -0.072
H -2.051 -1.192 4.394 0.121
H -1.786 4.818 1.740 0.115
H 5.523 -1.094 -3.542 0.101
H -1.924 -3.567 -0.569 0.088
C 1.342 -0.940 3.998 0.024
H -3.545 1.490 0.953 0.098
C 4.175 0.304 -2.630 -0.044
H -3.739 3.178 -0.988 0.075
H 2.282 -1.040 4.520 0.122
C 2.879 2.744 -0.336 -0.049
H 5.072 -2.847 -1.872 0.109
H -0.377 -1.650 -0.774 0.095
H 4.495 -4.090 1.628 0.080
N 2.114 -0.210 0.425 0.038
H -0.509 3.888 0.001 0.125
C -1.283 -3.442 -1.441 -0.044
H -4.784 3.529 0.400 0.075
C 0.109 -1.134 4.621 -0.027
H 0.087 -1.393 5.671 0.111
C -4.188 -0.584 -3.024 -0.070
O -3.291 -0.918 1.914 0.055
C 3.699 -1.677 -0.732 -0.125
H -5.398 -0.081 1.316 0.067
C -5.584 0.889 0.863 -0.057
C -1.034 3.131 0.594 -0.155
C 4.829 -0.910 -2.732 -0.075
C 2.518 -0.418 1.701 -0.481
H 0.532 1.139 -1.358 0.031
H 5.124 -2.439 1.506 0.073
H 1.935 -3.746 -1.091 0.053
H 3.543 -4.435 -1.295 0.077
H 0.880 -2.397 -2.772 0.072
H 0.630 2.787 -1.986 0.085
H -5.915 1.582 1.640 0.080
C -0.027 -1.802 -2.880 -0.048
C 3.443 -2.849 0.200 -0.371
C 2.611 1.923 -1.592 -0.350
H -4.801 -0.711 -3.906 0.101
C 1.328 -0.622 2.649 -0.161
C -4.586 0.273 -2.015 -0.038
H 0.272 -0.765 -3.021 0.061
C 2.843 -4.033 -0.562 -0.054
H 3.073 2.482 -2.415 0.127
C 4.578 -1.887 -1.787 -0.041
C 3.068 -0.419 -0.611 -0.139
O 3.652 -0.517 2.145 0.066
H 2.425 2.307 0.543 0.042
C 4.710 -3.270 0.940 -0.057
C -1.026 -0.684 2.582 -0.137
H -0.539 4.162 3.662 0.116
H -6.396 0.793 0.139 0.077
H -2.693 -1.965 -3.674 0.107
C 0.463 2.796 2.300 -0.161
H -1.811 -3.849 -2.305 0.083
C -2.616 -0.255 -0.746 -0.146
N 0.163 -0.512 2.036 0.066
C -2.200 -1.130 -1.766 -0.135
H 2.698 -2.552 0.940 0.114
H 1.006 2.029 2.849 0.122
C 3.295 0.568 -1.587 -0.144
H 2.503 3.764 -0.456 0.083
H 1.158 3.595 2.019 0.128
C -3.000 -1.281 -2.893 -0.042
H 5.467 -3.624 0.237 0.075
H 4.350 1.076 -3.369 0.108
C -2.171 -0.555 1.572 -0.448
C -0.937 -1.969 -1.664 -0.378
H -1.233 2.542 3.595 0.113
H -5.517 0.814 -2.115 0.108
Ni 0.204 0.315 0.286 0.703
H 2.591 -4.838 0.130 0.082
N -1.747 -0.105 0.374 0.025
C -0.774 3.331 3.000 -0.127
C 1.136 1.822 -2.001 -0.030

Run two
87
Properties=species:S:1:pos:R:3:lowdin_charge:R:1 method="wB97M-V/def2-TZVPD" orbital_gap_ev="8.0085 / 7.5645" charge=0 multiplicity=3
N 1.479 0.868 0.586 0.018
H 1.277 -2.964 4.464 0.115
H -1.609 -2.066 2.095 0.092
C 4.487 -1.434 1.034 -0.059
C 3.498 0.155 -0.615 -0.141
C 1.351 1.600 1.717 -0.496
O 2.179 2.315 2.267 0.062
H -0.112 -2.540 -0.302 0.022
H 0.865 3.155 -0.022 0.115
C -2.967 -2.645 -3.229 -0.042
H 0.098 2.777 4.030 0.124
C 3.772 2.699 -1.689 -0.039
C -3.634 -0.370 -3.456 -0.040
C -3.584 -1.652 -3.968 -0.074
C -0.686 -2.363 2.580 -0.165
Ni -0.049 -0.365 0.266 0.818
H 2.718 4.400 1.083 0.070
H 1.543 5.491 0.327 0.079
H 3.094 5.191 -0.457 0.077
C 4.700 1.723 -2.003 -0.071
H -2.656 -3.107 0.681 0.050
C -2.540 -3.953 0.007 -0.047
H -2.907 -3.651 -3.628 0.108
C 1.000 -1.952 4.169 -0.129
C -0.516 -1.858 3.996 -0.134
C 4.547 0.454 -1.476 -0.044
H -4.010 -1.874 -4.938 0.102
H 3.312 -3.314 -0.653 0.079
H 0.197 -4.235 -0.612 0.089
H 0.648 3.177 -2.505 0.067
C -2.148 0.556 1.839 -0.165
H -2.612 1.475 -0.811 0.110
C -1.900 1.965 3.735 -0.026
H 4.392 -0.689 1.826 0.086
H 1.831 4.482 -2.587 0.074
O 0.412 -1.766 1.859 -0.225
H 2.314 -2.328 2.456 0.113
C 1.684 3.549 -0.623 -0.371
C 1.537 -1.635 2.773 -0.143
H 5.265 -0.317 -1.730 0.108
C -3.093 -0.064 -2.212 -0.130
H 4.434 -2.431 1.478 0.074
H 5.479 -1.319 0.591 0.083
C 2.698 2.441 -0.846 -0.129
C -2.508 -1.091 -1.447 -0.145
H -5.094 1.247 -0.851 0.073
H -1.359 1.924 -2.915 0.072
H 4.481 -2.367 -1.568 0.073
H 5.528 1.946 -2.663 0.102
C -0.550 2.149 3.435 0.028
C 3.495 -2.335 -1.101 -0.061
C -2.829 -0.282 0.756 -0.500
H 2.758 -2.178 -1.891 0.078
C -3.131 1.388 -1.766 -0.371
H 0.291 4.747 -1.772 0.079
H 1.392 -1.263 4.915 0.119
C -0.278 -3.341 -1.022 -0.055
C -4.566 1.877 -1.565 -0.055
C 2.299 4.727 0.133 -0.057
H -2.029 -4.762 0.537 0.079
N -1.953 -0.753 -0.169 0.019
H -3.777 1.035 3.144 0.125
H -0.856 -0.822 4.065 0.100
H -4.097 0.418 -4.037 0.109
C 3.409 -1.242 -0.036 -0.386
H -2.321 2.460 4.601 0.113
C -0.052 1.504 2.316 -0.153
H 2.436 -1.339 0.447 0.076
H -4.568 2.905 -1.195 0.080
C 2.580 1.160 -0.274 -0.143
C -2.379 2.280 -2.757 -0.061
C -2.424 -2.391 -1.974 -0.140
O -4.044 -0.408 0.788 0.073
N -0.867 0.756 1.599 0.066
H -5.114 1.863 -2.510 0.076
C 1.079 4.012 -1.951 -0.062
H -1.069 -2.452 4.722 0.123
H -3.542 -4.296 -0.253 0.087
H 0.223 -3.083 -1.956 0.085
H -2.877 2.300 -3.728 0.075
H 3.876 3.688 -2.120 0.109
H 1.919 -0.621 2.686 0.107
H -0.592 -3.452 2.524 0.135
H -2.329 3.306 -2.386 0.078
H -1.847 -4.406 -1.944 0.123
C -1.775 -3.559 -1.256 -0.358
C -2.724 1.170 2.939 0.027

Relative to the most stable structure, the computed energies are run one 0.000; run two 0.138, all in eV.

Run one
7
Properties=species:S:1:pos:R:3:lowdin_charge:R:1 method="wB97M-V/def2-TZVPD" orbital_gap_ev=8.0473 charge=0
C 1.157 1.281 0.819 -0.189
H -0.539 -0.447 -1.628 0.036
S -0.628 1.012 1.657 0.522
C -0.081 -0.491 -0.702 -0.453
H 0.837 -1.189 -0.930 0.132
S -1.137 -0.897 0.828 0.521
C 0.392 0.731 -0.045 -0.569

Run two
7
Properties=species:S:1:pos:R:3:lowdin_charge:R:1 method="wB97M-V/def2-TZVPD" orbital_gap_ev=7.9661 charge=0
H 2.706 -0.746 0.106 -0.072
H -3.129 0.002 0.047 0.038
C 0.635 0.223 0.060 -1.339
C -0.821 0.040 0.028 -0.263
S 1.245 1.719 -0.061 0.679
S 1.427 -1.233 -0.067 0.817
C -2.063 -0.004 -0.112 0.140

Run three
7
Properties=species:S:1:pos:R:3:lowdin_charge:R:1 method="wB97M-V/def2-TZVPD" orbital_gap_ev=7.0883 charge=0
C -0.408 -0.201 -0.808 -0.371
S 1.583 0.014 -0.480 0.480
H -0.378 -1.255 -0.937 0.052
C -0.690 0.129 0.476 -0.371
S 1.219 0.446 1.692 0.551
C -0.494 0.390 1.678 -0.458
H -0.831 0.478 -1.622 0.118

Relative to the most stable structure, the computed energies are run one 2.272; run two 0.000; run three 1.987, all in eV.